Entry 1:
The following is a DFT calculation (ωB97M-V/def2-TZVPD) of one molecule with the formula C16H23N3O3S2.

Values from the calculation:
E (Ha): -1809.8673
Energy relative to the best compared isomer or geometry (same formula, charge and spin) (eV): 0.670
Gap between HOMO and LUMO (eV): 8.74
SMILES string: CCCCn1c(SC[C@@H]2CCCO2)nc2cc(S(N)(=O)=O)ccc21
E_LUMO (eV): 0.56

Positions of all 47 atoms, in Å:
C: 1.53 -0.90 -3.47
C: 0.27 -0.73 -2.62
C: -0.19 -2.06 -2.03
C: -1.44 -1.90 -1.16
N: -1.17 -1.14 0.03
C: -1.44 0.19 0.24
S: -2.28 1.15 -0.94
C: -1.87 2.80 -0.29
C: -0.64 3.36 -0.99
C: -0.81 3.60 -2.50
C: 0.53 3.18 -3.10
C: 1.37 2.82 -1.86
O: 0.44 2.46 -0.87
N: -1.04 0.63 1.40
C: -0.45 -0.44 2.01
C: 0.15 -0.55 3.26
C: 0.65 -1.78 3.60
S: 1.39 -2.00 5.20
N: 0.05 -2.51 6.09
O: 2.32 -3.09 5.17
O: 1.82 -0.73 5.73
C: 0.58 -2.89 2.77
C: -0.01 -2.81 1.52
C: -0.53 -1.57 1.16
H: 1.84 0.05 -3.89
H: 2.34 -1.29 -2.86
H: 1.34 -1.59 -4.28
H: 0.48 -0.02 -1.81
H: -0.53 -0.31 -3.23
H: 0.62 -2.49 -1.42
H: -0.41 -2.76 -2.83
H: -1.81 -2.89 -0.85
H: -2.23 -1.39 -1.72
H: -1.68 2.65 0.77
H: -2.73 3.44 -0.46
H: -0.37 4.31 -0.49
H: -1.05 4.64 -2.71
H: -1.62 2.98 -2.88
H: 0.41 2.30 -3.74
H: 1.00 3.97 -3.68
H: 1.94 3.70 -1.52
H: 2.05 1.99 -2.01
H: 0.24 0.29 3.94
H: 0.23 -3.39 6.55
H: -0.24 -1.81 6.75
H: 1.01 -3.82 3.12
H: -0.07 -3.66 0.87


Entry 2:
The following is a DFT calculation (ωB97M-V/def2-TZVPD) of one molecule with the formula C16H23N7O in a non-equilibrium geometry.

Values from the calculation:
E (Ha): -1081.9124
Gap between HOMO and LUMO (eV): 8.45
SMILES string: Cn1nccc1-c1nc(C(C)(C)C)nc2c1nnn2CC(C)(C)O
E_LUMO (eV): -0.51

Positions of all 47 atoms, in Å:
C: -0.25 -2.73 -2.71
N: -1.38 -2.11 -2.05
N: -2.62 -2.65 -2.42
C: -3.37 -2.52 -1.41
C: -2.71 -1.82 -0.35
C: -1.45 -1.58 -0.83
C: -0.35 -0.86 -0.09
N: -0.43 -0.98 1.25
C: 0.44 -0.22 2.00
C: 0.78 -0.69 3.38
C: 0.99 -2.14 3.39
C: 1.96 0.20 3.97
C: -0.40 -0.41 4.33
N: 1.27 0.69 1.40
C: 1.29 0.81 0.05
C: 0.39 0.10 -0.73
N: 0.71 0.50 -2.09
N: 1.70 1.31 -2.10
N: 2.02 1.58 -0.79
C: 2.65 2.81 -0.33
C: 1.93 4.19 -0.65
C: 0.39 4.07 -0.47
C: 2.51 5.28 0.29
O: 2.06 4.60 -2.03
H: -0.21 -3.83 -2.40
H: 0.68 -2.20 -2.56
H: -0.29 -2.76 -3.74
H: -4.42 -2.88 -1.34
H: -3.11 -1.67 0.59
H: 1.79 -2.28 2.65
H: 1.33 -2.58 4.31
H: 0.12 -2.72 3.11
H: 2.90 0.07 3.35
H: 2.19 -0.10 5.02
H: 1.84 1.22 4.03
H: -0.13 -0.61 5.36
H: -1.23 -0.99 4.01
H: -0.72 0.65 4.24
H: 3.59 2.92 -0.89
H: 2.96 2.76 0.72
H: 0.13 3.15 -1.10
H: 0.13 3.80 0.44
H: -0.21 4.84 -0.94
H: 1.92 6.22 0.15
H: 2.37 5.05 1.37
H: 3.57 5.45 0.10
H: 1.54 3.98 -2.59


Entry 3:
The following is a DFT calculation (ωB97M-V/def2-TZVPD) of C16H23OPt as an isolated structure in a non-equilibrium geometry.

Values from the calculation:
2S+1: 5
E (Ha): -817.6418
Charge: -1
Energy relative to the best compared isomer or geometry (same formula, charge and spin) (eV): 0.714
Gap between HOMO and LUMO (alpha / beta) (eV): 3.95 / 5.19
⟨S²⟩: 6.026
E_LUMO (alpha / beta) (eV): 2.90 / 2.85

Positions of all 41 atoms, in Å:
Pt: 0.60 0.28 1.26
C: 0.20 2.09 2.54
C: 0.18 2.52 1.15
C: -0.98 1.95 0.52
H: 0.87 3.22 0.70
C: -1.63 1.10 1.47
C: -0.91 1.19 2.72
H: -1.20 0.73 3.67
H: 0.91 2.41 3.30
H: -1.35 2.20 -0.47
H: -2.55 0.54 1.29
C: 1.68 -1.65 1.93
C: 0.65 -1.36 2.89
C: -0.63 -1.56 2.24
H: 0.80 -1.11 3.94
C: -0.39 -1.89 0.87
C: 1.04 -1.92 0.66
H: 1.53 -2.19 -0.26
H: 2.74 -1.69 2.12
H: -1.61 -1.52 2.71
H: -1.13 -2.17 0.13
O: 1.47 0.46 -0.97
C: -1.35 -0.74 -2.87
C: -0.33 0.37 -3.06
C: -2.45 -0.39 -1.94
C: -0.67 -2.05 -2.80
C: 0.87 1.03 -2.09
H: -0.89 1.26 -3.31
H: 0.29 0.05 -3.89
H: 1.74 1.12 -2.79
H: 0.50 2.04 -1.83
H: -3.47 -0.60 -2.24
H: -2.36 0.69 -1.76
H: -2.25 -0.95 -1.01
H: -0.71 -2.71 -3.68
H: -1.04 -2.62 -1.95
H: 0.40 -1.80 -2.65
C: 2.60 0.85 0.89
H: 3.11 0.06 0.33
H: 3.10 0.97 1.87
H: 2.61 1.81 0.35


Entry 4:
The following is a DFT calculation (ωB97M-V/def2-TZVPD) of C16H24AgO8 as an isolated structure in a non-equilibrium geometry.

Values from the calculation:
E (Ha): -1372.5769
Charge: +1
Energy relative to the best compared isomer or geometry (same formula, charge and spin) (eV): 3.787
Gap between HOMO and LUMO (eV): 5.35
E_LUMO (eV): -6.41

Positions of all 49 atoms, in Å:
Ag: -0.65 1.17 -0.79
O: -4.86 -2.14 0.21
C: -5.75 -2.69 0.89
O: -6.51 -3.56 0.41
C: -7.29 -4.30 1.36
C: -6.84 -3.68 2.75
C: -6.13 -2.40 2.33
H: -7.13 -5.36 1.54
H: -8.32 -3.96 1.29
H: -6.28 -4.46 3.27
H: -7.64 -3.48 3.46
H: -5.25 -2.04 2.87
H: -6.76 -1.51 2.37
O: 1.82 0.26 -5.68
C: 2.83 -0.03 -6.30
O: 2.69 -0.52 -7.58
C: 3.91 -0.91 -8.17
C: 5.09 -0.45 -7.26
C: 4.31 0.06 -5.89
H: 4.03 -0.64 -9.22
H: 3.78 -1.99 -8.11
H: 5.65 0.28 -7.85
H: 5.68 -1.35 -7.11
H: 4.49 1.13 -5.77
H: 4.76 -0.36 -4.99
O: 3.61 -1.60 0.56
C: 4.20 -2.65 0.82
O: 3.54 -3.61 1.22
C: 4.41 -4.76 1.09
C: 5.78 -4.33 1.32
C: 5.72 -2.84 0.70
H: 4.21 -5.25 0.14
H: 4.07 -5.43 1.88
H: 6.46 -4.95 0.74
H: 6.19 -4.49 2.32
H: 5.97 -2.84 -0.37
H: 6.35 -2.09 1.17
O: -2.16 5.28 2.39
C: -2.45 6.18 3.27
O: -3.49 6.12 4.14
C: -3.58 7.36 4.84
C: -2.14 7.95 4.84
C: -1.62 7.43 3.52
H: -4.02 7.21 5.82
H: -4.38 7.92 4.35
H: -1.60 7.66 5.75
H: -2.26 9.03 4.91
H: -0.54 7.36 3.65
H: -1.90 8.27 2.89


The lowest E belongs to which entry?
C16H23N3O3S2


E of number 2 (C16H23N7O)?
-1081.9124 Ha


The lowest E belongs to which entry?
C16H23N3O3S2